[1]
Computed, not measured: 4 unconnected molecules or ions with the total composition C23H60N5O10P, with ωB97M-V with the def2-TZVPD basis set.

Geometry as XYZ:
```
99
Properties=species:S:1:pos:R:3:forces:R:3
C -1.080 -4.076 3.735 -0.03 0.49 -0.10
C -1.285 -2.724 2.980 0.94 -1.02 -0.31
O -2.323 -2.908 2.028 -0.13 0.40 1.20
C -3.622 -2.658 2.575 -0.57 -0.43 -1.17
C -4.625 -3.634 1.832 0.18 1.81 0.49
N -5.857 -2.900 1.467 0.14 -0.53 0.15
C -0.026 -2.292 2.143 -1.25 -0.62 0.87
N 0.935 -1.531 2.928 -0.08 -0.41 -0.50
P 0.748 -3.695 1.158 1.83 1.19 -3.98
O 1.518 -3.039 0.032 -1.22 -0.99 2.04
O 1.837 -4.589 2.049 -2.09 0.80 -0.46
O -0.411 -4.644 0.410 1.58 0.78 1.78
H -1.023 -4.929 3.029 0.13 0.52 0.28
H -1.957 -4.291 4.375 0.62 0.17 -0.10
H -0.152 -4.001 4.340 -0.59 -0.27 -0.04
H -1.498 -1.950 3.742 -0.01 -0.03 -0.56
H -3.905 -1.617 2.315 0.10 -0.40 0.21
H -3.676 -2.757 3.677 0.23 -0.14 -0.45
H -4.147 -3.919 0.882 -0.08 -0.29 0.57
H -4.843 -4.486 2.497 -0.02 0.14 -0.59
H -5.622 -2.221 0.750 -0.06 -0.07 0.02
H -6.199 -2.364 2.257 -0.07 -0.12 0.00
H -0.430 -1.605 1.373 0.33 -0.60 0.12
H 1.589 -1.120 2.266 0.25 -0.08 0.32
H 1.440 -2.107 3.592 0.13 0.07 -0.12
H 1.485 -4.738 2.936 0.12 -0.26 0.18
H -0.643 -5.401 0.960 -0.27 -0.19 -0.06
C -1.102 1.977 1.741 -0.16 0.12 0.19
O -1.298 2.038 3.143 0.17 -0.09 -0.29
C -0.281 1.366 3.885 -0.22 0.22 0.55
C 0.553 2.364 4.672 -0.09 0.06 -0.48
N 1.376 3.149 3.758 0.06 0.03 0.26
C 2.038 4.296 4.379 -0.08 0.02 -0.27
C 1.150 5.422 4.916 0.36 0.16 0.03
O 0.450 6.134 3.909 -0.13 -0.22 0.21
C -0.791 5.564 3.527 0.09 0.28 -0.21
H -1.984 2.398 1.261 0.00 0.00 0.06
H -0.230 2.566 1.437 0.06 -0.13 -0.14
H -0.984 0.942 1.405 0.08 0.00 -0.06
H 0.347 0.746 3.248 -0.03 0.11 -0.06
H -0.792 0.704 4.590 0.04 -0.06 -0.01
H 1.199 1.827 5.373 0.03 0.02 -0.01
H -0.131 2.996 5.251 -0.08 -0.11 0.15
H 0.793 3.488 3.004 0.00 -0.01 0.01
H 2.694 4.727 3.619 0.02 0.07 0.07
H 2.685 3.936 5.186 -0.07 -0.02 0.04
H 1.810 6.154 5.389 -0.01 0.00 -0.03
H 0.465 5.082 5.701 -0.12 -0.10 -0.10
H -1.282 5.044 4.353 0.06 -0.09 -0.01
H -0.662 4.886 2.679 -0.14 -0.15 0.07
H -1.442 6.374 3.195 0.05 0.03 0.05
C -3.240 -3.653 -6.124 -0.15 0.13 0.17
O -3.453 -3.605 -4.725 0.20 -0.13 -0.30
C -2.446 -4.282 -3.975 -0.14 0.15 0.51
C -1.625 -3.292 -3.163 0.05 0.02 -0.39
N -0.777 -2.474 -4.026 -0.08 -0.04 0.23
C -0.147 -1.349 -3.336 -0.04 -0.02 -0.22
C -1.061 -0.253 -2.781 0.40 0.15 0.04
O -1.736 0.499 -3.778 -0.16 -0.22 0.20
C -2.960 -0.062 -4.222 0.12 0.31 -0.19
H -4.119 -3.228 -6.610 0.00 0.00 0.08
H -2.366 -3.060 -6.412 0.07 -0.11 -0.11
H -3.118 -4.684 -6.468 0.07 0.01 -0.05
H -1.806 -4.898 -4.614 0.02 0.14 -0.09
H -2.965 -4.951 -3.283 0.03 -0.03 0.00
H -0.993 -3.840 -2.459 0.01 0.05 0.04
H -2.325 -2.672 -2.589 -0.10 -0.15 0.16
H -1.337 -2.112 -4.787 0.00 0.00 -0.01
H 0.531 -0.881 -4.056 -0.03 0.05 0.05
H 0.477 -1.738 -2.523 -0.07 -0.04 0.05
H -0.421 0.464 -2.256 0.00 0.03 -0.05
H -1.767 -0.632 -2.033 -0.11 -0.10 -0.10
H -3.470 -0.622 -3.434 0.06 -0.09 -0.01
H -2.799 -0.701 -5.094 -0.14 -0.17 0.05
H -3.608 0.758 -4.537 0.05 0.02 0.05
C 3.219 2.207 0.548 0.21 -0.13 -0.11
O 3.672 1.204 -0.346 -0.31 0.25 0.14
C 2.623 0.633 -1.128 0.34 -0.46 -0.33
C 2.781 1.007 -2.593 -0.05 0.37 0.30
N 2.502 2.426 -2.807 0.04 -0.24 -0.13
C 2.865 2.906 -4.138 0.02 0.19 0.22
C 4.349 2.890 -4.518 -0.17 0.19 -0.31
O 5.145 3.796 -3.770 0.01 -0.32 0.04
C 5.627 3.290 -2.536 0.08 0.35 -0.05
H 4.053 2.486 1.191 0.01 -0.06 -0.03
H 2.888 3.100 0.007 -0.15 0.04 0.09
H 2.408 1.832 1.178 -0.04 0.11 0.04
H 1.635 0.915 -0.751 0.04 0.17 0.01
H 2.716 -0.453 -1.035 -0.07 -0.01 0.02
H 2.086 0.412 -3.193 0.05 0.05 0.00
H 3.804 0.751 -2.892 0.00 -0.23 0.01
H 3.013 2.967 -2.121 -0.01 0.00 0.02
H 2.518 3.940 -4.203 0.05 0.00 -0.10
H 2.300 2.338 -4.885 0.04 -0.07 0.03
H 4.418 3.225 -5.556 0.00 0.02 0.02
H 4.779 1.883 -4.496 0.01 -0.03 0.18
H 5.804 2.212 -2.570 -0.10 -0.02 0.01
H 4.939 3.533 -1.723 0.01 -0.19 0.11
H 6.573 3.788 -2.319 -0.01 0.00 -0.07
```
Forces are in eV/Å.

For the LUMO energy, the calculation gives 0.012 eV. As for the energy relative to the best compared isomer or geometry (same formula, charge and spin): 0.00 kcal per mole. Its HOMO energy is -8.38 eV. As for the net charge: 0. The calculation puts the HOMO-LUMO gap at 0.3082 Eh.

[2]
Computed, not measured: a molecular structure, C27H45N4OP2Y, with ωB97M-V with the def2-TZVPD basis set.

Geometry as XYZ:
```
80
Properties=species:S:1:pos:R:3:forces:R:3
Y -0.659 -0.034 -1.013 -2.06 0.31 -0.54
P 0.241 -2.176 -2.517 -0.50 -0.85 -0.63
P 0.421 2.437 -0.476 -0.29 0.99 -0.59
N 0.536 0.832 -3.161 -0.10 0.16 -0.44
C 1.104 -1.502 -4.002 0.16 0.11 -0.21
H 2.021 -2.098 -4.137 -0.31 0.18 -0.11
H 0.467 -1.679 -4.884 0.23 0.04 0.40
C 1.497 -0.015 -3.927 0.19 0.34 -0.07
H 2.490 0.109 -3.469 -0.27 -0.08 -0.04
H 1.570 0.393 -4.953 0.07 -0.28 0.38
C 0.891 2.297 -3.265 -0.02 -0.35 0.00
H -0.011 2.840 -3.589 0.36 -0.16 0.14
H 1.656 2.417 -4.047 -0.32 0.06 0.18
C 1.437 2.873 -1.953 0.27 -0.20 0.13
H 1.480 3.973 -2.013 0.10 -0.35 -0.03
H 2.460 2.507 -1.761 -0.23 0.15 -0.12
C 1.314 3.236 0.910 0.27 0.24 0.03
C 2.273 2.247 1.590 0.05 0.06 0.08
H 3.025 1.849 0.899 -0.10 0.09 0.15
H 1.724 1.396 2.028 0.18 0.26 -0.06
H 2.796 2.779 2.402 -0.13 -0.33 -0.31
C -1.130 3.401 -0.888 0.26 -0.32 0.30
C -2.328 2.971 -0.015 -0.32 0.15 -0.17
H -3.248 3.034 -0.616 0.23 0.03 0.33
H -2.451 3.618 0.866 0.11 -0.27 -0.23
H -2.273 1.926 0.348 0.03 0.27 -0.09
C -1.378 -2.814 -3.196 -0.04 0.42 0.09
C -2.148 -3.610 -2.133 -0.12 -0.15 -0.12
H -3.137 -3.873 -2.533 0.29 0.03 0.12
H -2.333 -3.028 -1.218 0.11 -0.07 -0.12
H -1.630 -4.539 -1.862 -0.21 0.23 -0.07
C 1.258 -3.600 -1.946 0.24 0.12 0.10
C 0.929 -4.002 -0.501 0.07 -0.14 0.03
H 1.629 -4.799 -0.206 -0.28 0.26 0.04
H -0.093 -4.390 -0.394 0.33 0.07 -0.05
H 1.054 -3.167 0.199 -0.02 -0.09 -0.05
C 1.614 -0.389 -0.624 6.58 -0.44 0.65
O 2.771 -0.481 -0.514 -4.74 0.26 -0.48
C -0.861 4.918 -0.907 -0.27 0.51 -0.45
H 0.183 5.200 -0.709 -0.32 -0.13 0.03
H -1.103 5.323 -1.900 0.06 -0.03 0.30
H -1.501 5.451 -0.190 0.22 -0.20 -0.13
C -1.235 -3.556 -4.535 -0.04 -0.04 -0.35
H -1.959 -4.377 -4.596 0.18 0.14 0.05
H -1.461 -2.881 -5.371 0.10 -0.19 0.17
H -0.235 -3.972 -4.703 -0.36 0.06 0.02
C 1.301 -4.827 -2.861 0.11 -0.24 0.01
H 1.965 -5.568 -2.396 -0.10 0.16 -0.15
H 0.324 -5.313 -2.981 0.20 0.21 0.05
H 1.712 -4.604 -3.851 -0.13 -0.03 0.14
C 0.387 3.886 1.938 0.00 0.12 0.19
H -0.387 3.190 2.289 0.12 0.22 -0.01
H 0.992 4.179 2.805 -0.19 -0.07 -0.12
H -0.092 4.796 1.559 0.02 -0.34 0.09
H 1.911 4.023 0.421 -0.09 -0.14 0.24
H 2.265 -3.148 -1.949 -0.09 -0.17 0.08
H -1.363 3.083 -1.920 0.15 -0.04 0.38
H -1.949 -1.883 -3.380 0.18 -0.31 0.09
H -0.384 0.738 -3.621 0.44 -0.01 0.27
H -1.946 0.429 -2.481 -0.23 -0.08 0.12
N 0.619 1.495 9.593 -0.64 -0.89 -2.45
C 0.337 1.097 8.529 0.61 0.85 2.41
C -0.009 0.607 7.222 -0.19 -0.12 -0.36
C -1.129 1.126 6.557 -0.05 0.12 -0.38
C -1.414 0.715 5.251 0.03 -0.20 0.25
C -0.649 -0.301 4.679 0.15 0.35 0.78
C 0.410 -0.896 5.368 0.04 0.36 0.00
C 0.768 -0.392 6.623 -0.09 -0.33 -0.27
N -0.965 -0.730 3.356 -0.01 -0.66 -0.78
C -1.291 -2.035 2.976 -0.08 0.68 0.07
C -1.517 -2.002 1.639 0.37 0.69 -0.10
N -1.257 -0.705 1.166 -0.31 -0.08 0.85
C -0.956 0.031 2.246 -0.02 -0.80 -0.11
H -1.778 1.855 7.046 0.35 -0.18 -0.15
H -2.255 1.129 4.688 0.22 -0.10 0.32
H 0.969 -1.710 4.901 -0.07 0.30 0.20
H 1.646 -0.787 7.138 -0.37 0.10 -0.12
H -1.354 -2.831 3.697 -0.09 0.04 0.03
H -1.877 -2.781 0.983 0.19 0.04 0.13
H -0.702 1.088 2.250 -0.09 -0.32 0.05
```
Forces are in eV/Å.

For the LUMO energy, the calculation gives -6.354 eV. As for the energy relative to the best compared isomer or geometry (same formula, charge and spin): 0.00 kcal per mole. Its HOMO energy is -14.32 eV. As for the net charge: +2. The calculation puts the HOMO-LUMO gap at 0.2927 Eh.

[3]
Computed, not measured: 2 unconnected molecules or ions with the total composition H4I2Si2, with ωB97M-V with the def2-TZVPD basis set.

Geometry as XYZ:
```
8
Properties=species:S:1:pos:R:3:forces:R:3
Si 0.229 -1.154 -1.531 -0.17 1.55 1.91
Si -0.287 1.053 1.108 0.59 -1.46 -0.85
I -1.135 -0.255 3.051 0.20 0.22 -0.37
I 1.638 2.436 1.857 -0.32 -0.34 -0.22
H 0.473 -2.413 -0.839 0.00 -0.22 0.05
H -0.982 -1.113 -2.335 -0.24 -0.01 -0.17
H 1.408 -0.577 -2.158 0.19 0.04 -0.21
H -1.344 2.024 0.847 -0.25 0.23 -0.15
```
Forces are in eV/Å.

For the LUMO energy, the calculation gives -1.627 eV. As for the energy relative to the best compared isomer or geometry (same formula, charge and spin): 46.60 kcal per mole. Its HOMO energy is -8.19 eV. As for the net charge: 0. The calculation puts the HOMO-LUMO gap at 0.2412 Eh.